1.
DFT (ωB97M-V with the def2-TZVPD basis set) results for a single C22H29N3O4S molecule.

Properties
HOMO-LUMO gap = 9.20 eV
highest occupied orbital energy = -8.7 eV
structure (SMILES) = CCCNS(=O)(=O)c1ccc(OCC(=O)N2CCN(Cc3ccccc3)CC2)cc1
2S+1 = 1
total charge = 0
energy relative to the best compared isomer or geometry (same formula, charge and spin) = 1.668 eV

```
59
Properties=species:S:1:pos:R:3:forces:R:3:mulliken_charge:R:1
C -6.2070 -2.6752 1.3124 0.0 0.1 -0.2 -1.29
C -6.0243 -1.5364 0.3175 0.2 0.1 0.1 -0.28
C -4.6079 -0.9686 0.3765 -0.1 -0.4 0.3 -0.50
N -4.4666 0.1744 -0.4946 0.4 0.8 0.1 -0.28
S -3.1849 1.1957 -0.2024 -0.4 -0.5 -0.4 1.25
O -3.2251 1.5349 1.1873 0.1 -0.3 0.1 -0.68
O -3.2718 2.2314 -1.1885 0.1 -0.1 -0.2 -0.74
C -1.7531 0.1792 -0.5332 -0.5 0.4 0.3 0.26
C -1.1597 -0.5347 0.4862 -0.1 0.1 0.0 -1.03
C -0.1247 -1.4136 0.2094 0.2 -0.2 -0.1 -0.27
C 0.3113 -1.5663 -1.1051 -0.3 0.2 0.0 0.42
O 1.3062 -2.3987 -1.5075 -0.1 0.1 -0.1 -0.49
C 1.9279 -3.2502 -0.5652 0.0 -0.2 0.2 -0.81
C 2.7088 -2.5591 0.5636 -0.1 -0.3 -0.2 0.91
O 2.5218 -2.9079 1.7169 -0.2 -0.2 0.2 -0.67
N 3.6153 -1.6296 0.2224 0.2 0.2 0.1 0.12
C 3.8505 -1.0682 -1.0866 -0.1 0.2 -0.5 -1.50
C 3.2936 0.3577 -1.1337 0.1 -0.2 -0.1 -0.07
N 3.9288 1.1543 -0.1015 0.1 0.0 0.0 0.04
C 3.5931 2.5732 -0.1852 0.0 0.0 0.0 -1.80
C 2.1313 2.8766 0.0398 0.1 0.0 0.0 0.77
C 1.2337 2.8811 -1.0220 0.0 0.1 0.1 -0.20
C -0.1158 3.0963 -0.8043 0.0 0.1 -0.1 -0.56
C -0.5895 3.3027 0.4801 0.0 0.1 0.0 -0.49
C 0.2959 3.3016 1.5439 0.0 0.0 0.1 -0.87
C 1.6464 3.0936 1.3242 0.0 0.0 -0.1 -0.23
C 3.6802 0.5832 1.2101 0.2 -0.2 0.0 -0.25
C 4.2437 -0.8365 1.2601 -0.1 0.2 0.5 -1.36
C -0.2878 -0.8211 -2.1279 0.1 -0.1 0.1 -0.67
C -1.3219 0.0424 -1.8407 0.1 -0.1 -0.1 -0.60
H -5.5073 -3.4817 1.1041 0.0 -0.1 0.0 0.33
H -6.0337 -2.3247 2.3266 0.0 0.0 0.1 0.34
H -7.2170 -3.0723 1.2526 -0.1 -0.1 0.1 0.38
H -6.2249 -1.8945 -0.6949 -0.1 0.0 -0.1 0.32
H -6.7290 -0.7334 0.5346 0.0 0.0 -0.1 0.31
H -4.3947 -0.5940 1.3796 0.0 -0.2 0.1 0.35
H -3.8774 -1.7574 0.1359 -0.1 0.1 0.1 0.22
H -4.5782 -0.0198 -1.4771 0.0 0.1 -0.2 0.32
H -1.5082 -0.3886 1.4961 0.0 0.0 0.2 0.59
H 0.3298 -1.9653 1.0162 0.1 -0.1 0.1 0.56
H 1.1902 -3.9045 -0.0851 0.1 0.1 0.0 0.37
H 2.6147 -3.8689 -1.1511 -0.1 0.1 0.1 0.40
H 3.3962 -1.6755 -1.8657 0.1 0.0 0.1 0.53
H 4.9341 -1.0310 -1.2433 -0.1 0.0 0.0 0.46
H 3.5226 0.8017 -2.1050 0.0 0.0 0.0 0.47
H 2.1966 0.3209 -1.0146 0.1 0.0 -0.1 0.12
H 4.2030 3.0889 0.5616 0.0 0.0 -0.1 0.53
H 3.9007 2.9161 -1.1770 0.0 0.1 0.1 0.50
H 1.5984 2.7288 -2.0288 0.0 0.0 -0.1 0.31
H -0.8098 3.1060 -1.6308 -0.1 0.0 -0.1 0.47
H -1.6434 3.4576 0.6442 -0.1 0.1 0.1 0.61
H -0.0668 3.4664 2.5475 0.0 0.0 0.1 0.43
H 2.3349 3.1104 2.1578 0.1 0.0 0.1 0.39
H 4.1839 1.1993 1.9575 0.0 0.0 0.1 0.49
H 2.6032 0.5457 1.4494 0.1 0.0 0.0 0.23
H 4.0347 -1.3031 2.2231 0.1 0.1 -0.1 0.47
H 5.3222 -0.8165 1.0814 0.0 0.0 0.0 0.38
H 0.0766 -0.9484 -3.1349 0.0 0.0 -0.1 0.47
H -1.7997 0.6257 -2.6119 0.0 0.1 -0.2 0.52
```
Forces are in eV/Å.

2.
DFT (ωB97M-V with the def2-TZVPD basis set) results for a single C22H29N3O6 molecule.

Properties
HOMO-LUMO gap = 7.90 eV
highest occupied orbital energy = -7.5 eV
structure (SMILES) = CCOC(=O)[C@@H]1CCCN(CCC(=O)Nc2c(C(=O)OC)[nH]c3cc(OC)ccc23)C1
2S+1 = 1
total charge = 0
energy relative to the best compared isomer or geometry (same formula, charge and spin) = 1.150 eV

```
60
Properties=species:S:1:pos:R:3:forces:R:3:mulliken_charge:R:1
C 2.3863 4.1392 -1.6369 0.2 -0.3 0.2 -1.09
C 3.6405 3.4502 -1.1185 0.1 0.3 -0.4 -0.37
O 3.3198 2.2188 -0.4687 -0.1 0.1 0.3 -0.27
C 3.2239 1.1230 -1.2375 -0.1 -0.4 0.1 -0.21
O 3.4077 1.1207 -2.4260 0.0 0.0 -0.2 -0.63
C 2.8830 -0.0765 -0.3899 0.1 0.0 -0.3 2.81
C 4.1340 -0.6080 0.3191 -0.2 0.1 0.2 -1.31
C 3.6978 -1.7709 1.2018 0.1 -0.1 -0.2 -0.49
C 3.0016 -2.8302 0.3552 0.0 0.0 0.3 -1.16
N 1.8429 -2.2652 -0.3162 0.1 0.0 0.0 0.64
C 1.0319 -3.2919 -0.9485 0.0 -0.2 0.1 -0.79
C 0.0140 -3.8722 0.0452 0.0 -0.1 -0.3 -0.84
C -1.2066 -2.9780 0.1785 0.3 -0.3 0.1 0.53
O -2.3277 -3.3785 -0.0461 -0.2 0.0 0.0 -0.66
N -0.8855 -1.7112 0.5626 0.4 0.2 0.1 0.00
C -1.6958 -0.6030 0.7104 0.2 0.7 0.5 1.25
C -1.2465 0.5588 1.3394 -0.1 -0.6 -0.3 -0.49
C 0.0378 0.7995 1.9328 0.3 0.0 0.1 0.62
O 0.9116 -0.0404 2.0625 -0.2 0.1 0.1 -0.66
O 0.1989 2.0861 2.3235 -0.5 -0.2 -0.2 -0.43
C 1.4806 2.4155 2.8364 0.4 -0.1 0.2 -0.52
N -2.2360 1.5215 1.2804 0.0 0.3 0.1 0.00
C -3.3125 1.0100 0.6371 0.0 -0.4 -0.2 -0.65
C -4.5244 1.6164 0.3426 -0.4 0.0 -0.2 -0.66
C -5.4723 0.8831 -0.3542 0.3 0.3 0.3 0.83
O -6.6403 1.5321 -0.6177 0.3 0.1 0.2 -0.46
C -7.6526 0.8549 -1.3227 -0.2 -0.1 -0.1 -0.86
C -5.1976 -0.4409 -0.7409 -0.2 -0.1 -0.2 -0.50
C -3.9981 -1.0425 -0.4465 -0.1 0.0 -0.1 -0.79
C -3.0212 -0.3292 0.2543 -0.2 0.2 0.0 0.29
C 2.2454 -1.1962 -1.2117 0.0 0.3 0.0 -1.74
H 1.6800 4.2969 -0.8250 -0.1 0.1 0.1 0.25
H 2.6496 5.0992 -2.0715 0.0 0.1 -0.1 0.40
H 1.9153 3.5241 -2.3996 0.0 0.0 -0.1 0.30
H 4.3298 3.2454 -1.9439 0.0 0.1 0.2 0.37
H 4.1385 4.0562 -0.3583 0.0 -0.1 -0.1 0.34
H 2.1814 0.2342 0.3854 0.1 0.0 -0.1 -0.99
H 4.5888 0.1812 0.9196 0.1 0.0 0.0 0.42
H 4.8637 -0.9440 -0.4222 0.1 0.0 0.0 0.37
H 4.5575 -2.2133 1.7072 0.0 0.0 0.0 0.46
H 2.9956 -1.4032 1.9499 0.0 0.0 0.1 0.15
H 2.6673 -3.6489 0.9962 0.0 0.0 0.0 0.52
H 3.7168 -3.2454 -0.3796 -0.1 0.0 0.0 0.42
H 0.4909 -2.8538 -1.7909 0.1 0.0 0.0 0.48
H 1.6564 -4.1075 -1.3475 0.0 0.1 0.0 0.44
H -0.3309 -4.8482 -0.2970 -0.1 0.1 0.1 0.37
H 0.4802 -3.9899 1.0241 0.0 -0.1 0.0 0.32
H 0.0979 -1.5463 0.7900 -0.1 -0.1 -0.1 -0.10
H 1.3875 3.4049 3.2772 0.0 0.0 0.0 0.30
H 2.2172 2.4251 2.0286 0.0 0.0 0.1 0.10
H 1.7881 1.6868 3.5890 0.0 0.1 0.0 0.28
H -2.1410 2.4460 1.6624 0.0 -0.1 0.0 0.18
H -4.7415 2.6301 0.6377 0.0 0.1 0.0 0.45
H -7.9994 -0.0301 -0.7801 0.0 0.0 0.0 0.35
H -7.3203 0.5621 -2.3238 0.0 0.0 0.1 0.34
H -8.4729 1.5658 -1.4110 0.0 -0.1 0.0 0.25
H -5.9394 -1.0085 -1.2791 -0.1 0.0 0.0 0.43
H -3.8164 -2.0638 -0.7352 0.0 0.0 0.0 0.58
H 1.3583 -0.8126 -1.7226 0.0 -0.1 0.0 0.58
H 2.9601 -1.5376 -1.9799 -0.1 0.0 0.0 0.25
```
Forces are in eV/Å.

3.
DFT (ωB97M-V with the def2-TZVPD basis set) results for a single C22H29N3O6S molecule.

Properties
HOMO-LUMO gap = 8.36 eV
highest occupied orbital energy = -7.7 eV
structure (SMILES) = COCCCNC(=O)c1ccc(N2CCOCC2)c(NS(=O)(=O)c2ccc(OC)cc2)c1
2S+1 = 1
total charge = 0
energy relative to the best compared isomer or geometry (same formula, charge and spin) = 3.104 eV

```
61
Properties=species:S:1:pos:R:3:forces:R:3:mulliken_charge:R:1
C 7.2420 3.6226 0.0312 0.1 0.0 0.0 -0.75
O 5.9018 3.3361 0.3293 -0.3 -0.1 0.1 -0.29
C 5.2198 2.7088 -0.7336 -0.2 0.1 -0.1 -0.76
C 3.7913 2.4147 -0.2942 0.5 -0.1 0.2 -0.17
C 3.7616 1.3842 0.8387 0.2 0.1 -0.2 -0.95
N 2.4103 1.0826 1.2427 -0.1 0.2 0.1 -0.07
C 1.7602 -0.0296 0.8278 0.1 0.2 0.1 0.35
O 2.3362 -0.9299 0.2328 0.1 -0.2 0.0 -0.66
C 0.3111 -0.0962 1.1340 -0.4 -0.3 0.0 0.91
C -0.4990 1.0056 1.4007 0.1 -0.2 0.0 -1.23
C -1.8545 0.8518 1.5894 -0.1 0.1 0.0 -0.96
C -2.4949 -0.3950 1.4799 0.3 0.0 0.1 0.19
N -3.8377 -0.5248 1.6770 -0.1 0.0 -0.1 0.22
C -4.7540 0.5847 1.5554 -0.3 0.0 -0.1 -0.77
C -6.0338 0.0803 0.8735 0.2 0.3 0.0 -0.64
O -6.6262 -0.9622 1.6095 -0.2 0.0 0.1 -0.45
C -5.7413 -2.0597 1.6793 0.3 -0.2 0.1 -0.52
C -4.4298 -1.6565 2.3581 -0.3 -0.3 0.2 -0.58
C -1.6776 -1.4929 1.1249 0.1 0.6 0.4 -0.09
N -2.2761 -2.7150 0.7278 -0.3 -0.2 -0.8 -0.14
S -2.8054 -2.6549 -0.8917 0.1 -0.3 -0.2 1.28
O -2.9336 -4.0239 -1.2950 0.4 -0.1 0.0 -0.76
O -3.9621 -1.8136 -0.9638 0.4 0.3 0.0 -0.62
C -1.4391 -1.8521 -1.7069 -0.7 -0.4 0.2 -0.11
C -0.2868 -2.5715 -1.9499 0.0 -0.1 -0.1 -1.02
C 0.8640 -1.9188 -2.3507 0.1 0.1 -0.1 -0.10
C 0.8587 -0.5307 -2.4909 -0.3 -0.1 0.1 0.61
O 1.9385 0.2105 -2.8184 -0.2 0.1 0.0 -0.51
C 3.2021 -0.4257 -2.8393 0.2 -0.2 0.0 -0.81
C -0.3316 0.1775 -2.2862 0.2 -0.1 0.0 -0.70
C -1.4729 -0.4807 -1.8845 0.0 0.1 -0.1 -0.23
C -0.3123 -1.3349 1.0034 0.2 0.3 0.2 -0.16
H 7.6631 4.1004 0.9133 0.1 0.0 -0.1 0.24
H 7.8048 2.7074 -0.1927 0.0 0.0 0.0 0.31
H 7.3236 4.3022 -0.8267 0.0 0.0 0.0 0.30
H 5.7333 1.7737 -1.0098 0.0 0.1 0.0 0.36
H 5.2164 3.3682 -1.6166 0.0 -0.1 0.1 0.45
H 3.2187 2.0392 -1.1433 -0.1 0.0 0.0 0.15
H 3.3373 3.3458 0.0501 -0.1 0.1 -0.1 0.34
H 4.2065 0.4451 0.5024 0.0 0.1 0.1 0.33
H 4.3264 1.7652 1.6927 0.0 -0.1 -0.1 0.39
H 1.8966 1.8109 1.7092 0.0 -0.1 0.0 0.22
H -0.0874 2.0029 1.4601 0.0 0.1 0.0 0.23
H -2.4400 1.7226 1.8390 -0.1 0.1 0.0 0.53
H -4.3171 1.3671 0.9364 0.0 0.0 0.0 0.46
H -5.0061 0.9946 2.5457 0.0 0.1 -0.1 0.30
H -6.7762 0.8786 0.8129 0.1 0.0 0.0 0.41
H -5.7740 -0.2748 -0.1334 -0.1 0.1 0.1 0.28
H -6.2515 -2.8309 2.2588 0.1 0.0 0.0 0.37
H -5.5216 -2.4293 0.6700 -0.1 0.0 0.2 0.26
H -3.7400 -2.4961 2.3553 -0.2 0.1 0.1 0.39
H -4.6450 -1.3623 3.3983 0.0 -0.1 0.0 0.40
H -1.6445 -3.5016 0.8022 0.0 -0.2 0.0 0.54
H -0.2998 -3.6424 -1.8159 0.1 -0.1 0.0 0.46
H 1.7626 -2.4888 -2.5146 0.1 0.0 0.0 0.42
H 3.4022 -0.9000 -1.8749 0.0 0.0 -0.1 0.29
H 3.2644 -1.1643 -3.6436 0.0 0.0 0.0 0.42
H 3.9268 0.3659 -3.0238 0.0 -0.1 0.0 0.22
H -0.3213 1.2475 -2.4201 0.0 0.1 0.0 0.45
H -2.3926 0.0467 -1.6892 -0.1 0.2 0.0 0.57
H 0.3052 -2.1845 0.7479 0.0 0.0 -0.1 0.41
```
Forces are in eV/Å.

4.
DFT (ωB97M-V with the def2-TZVPD basis set) results for an isolated ion of composition C22H29O2Si and charge +1 in a non-equilibrium geometry.

Properties
HOMO-LUMO gap = 6.11 eV
highest occupied orbital energy = -11.1 eV
2S+1 = 1
total charge = +1
energy relative to the best compared isomer or geometry (same formula, charge and spin) = 1.556 eV

```
54
Properties=species:S:1:pos:R:3:forces:R:3:mulliken_charge:R:1
C 3.7264 -0.3164 3.1847 -0.4 0.2 -0.1 -0.67
O 2.8759 0.0794 2.0944 0.9 -0.4 0.2 -0.39
C 2.1796 -0.8767 1.2949 -1.3 0.3 2.8 0.08
C 0.6537 -0.5199 1.5810 0.0 -0.2 -0.2 -0.30
C -0.2834 -1.5177 1.8842 0.6 0.4 0.1 -0.17
C -1.5039 -1.2041 2.4891 0.0 0.1 0.0 -0.80
C -1.8520 0.1244 2.7756 0.2 -0.2 -0.1 0.97
C -3.1062 0.4556 3.5705 0.0 0.1 0.2 -1.34
C -0.9918 1.1281 2.2977 -0.2 -0.1 0.1 -0.88
C 0.2090 0.8126 1.6603 0.4 0.1 0.3 -0.36
H 4.2964 0.5893 3.3954 0.1 -0.2 0.1 0.29
H 3.1570 -0.5751 4.0930 0.0 -0.1 -0.4 0.29
H 4.4322 -1.1224 2.9321 -0.3 0.1 -0.1 0.21
H 2.3132 -1.9174 1.6706 0.1 0.6 -0.3 0.53
H -0.0070 -2.5438 1.6526 -0.2 -0.1 0.4 0.41
H -2.1644 -2.0131 2.8025 0.1 0.2 -0.2 0.39
H -3.1602 1.5350 3.7799 0.0 -0.3 -0.3 0.34
H -4.0297 0.1444 3.0503 0.4 0.2 0.1 0.31
H -3.1203 -0.0296 4.5624 0.2 0.0 -0.5 0.33
H -1.2583 2.1783 2.4867 0.2 -0.5 -0.3 0.27
H 0.8216 1.6345 1.2554 -0.1 -0.4 0.6 0.36
C 7.5701 -2.8360 0.0953 -0.4 -0.1 0.1 -1.06
Si 6.4120 -1.4473 -0.3891 1.2 0.2 0.3 0.35
C 6.4833 -0.0336 0.8191 0.0 0.1 0.0 -0.96
C 6.8425 -0.8841 -2.1256 -0.4 -0.1 -0.2 -1.01
O 4.7730 -2.0055 -0.1374 -2.8 0.1 -0.9 -0.51
C 3.5918 -1.7629 -0.7349 2.2 1.2 0.2 0.03
C 2.6442 -0.6964 -0.1105 0.6 -0.2 -2.0 1.37
C 1.4205 -0.3740 -0.9534 -0.2 -0.3 -0.6 -0.89
C 1.6767 -0.3197 -2.4376 -0.5 0.3 0.4 -1.28
C 2.6085 -1.3552 -2.9295 0.0 -0.4 0.3 1.11
C 3.4505 -2.1620 -2.1034 -0.2 0.4 -0.7 -0.06
C 4.3277 -3.0756 -2.7677 0.0 0.1 0.4 -0.68
C 4.3944 -3.1096 -4.1459 0.4 -0.4 0.2 -0.63
C 3.5917 -2.2751 -4.9323 -0.3 0.2 0.3 -0.61
C 2.6814 -1.4462 -4.3032 0.1 -0.1 -0.8 -0.57
H 8.5621 -2.4323 0.3576 -0.4 0.0 -0.1 0.36
H 7.1826 -3.3718 0.9736 0.2 0.1 -0.2 0.33
H 7.7188 -3.5588 -0.7193 -0.1 0.2 0.2 0.32
H 7.3619 0.6041 0.6515 -0.2 -0.2 0.0 0.45
H 5.5882 0.5975 0.7482 0.2 -0.1 0.1 0.23
H 6.5481 -0.4214 1.8435 -0.1 0.1 -0.2 0.28
H 7.6826 -0.1720 -2.0695 -0.3 -0.2 0.2 0.43
H 7.1686 -1.7124 -2.7710 -0.2 0.2 0.2 0.31
H 6.0067 -0.3729 -2.6198 0.2 0.0 0.0 0.33
H 3.2752 0.2183 -0.1949 0.1 -0.5 0.5 -0.04
H 0.6412 -1.1299 -0.7617 0.2 0.4 0.0 0.49
H 1.0408 0.6053 -0.6357 0.0 -0.5 0.0 0.22
H 0.6963 -0.4962 -2.8900 0.2 0.2 -0.4 0.56
H 2.0142 0.6673 -2.7943 0.0 -0.2 0.2 0.40
H 4.9353 -3.7426 -2.1474 -0.1 0.2 -0.4 0.55
H 5.0928 -3.7839 -4.6378 -0.2 0.1 0.2 0.44
H 3.6644 -2.2629 -6.0184 0.0 -0.2 0.3 0.44
H 1.9958 -0.8155 -4.8674 0.3 -0.1 -0.1 0.46
```
Forces are in eV/Å.